A molecular structure, C35H30BBr3KN5O10 in a non-equilibrium geometry, computed with ωB97M-V/def2-TZVPD.

Element x y z (Å)
K 1.6691 -1.0919 0.8009
O -0.2471 1.6820 3.9928
C 0.2268 0.5581 3.3238
O 0.5248 0.7034 2.1249
C 0.3491 -0.6013 4.1374
C -0.0897 -0.5849 5.5498
C 0.0444 -1.7376 6.2490
C 0.4994 -2.8991 5.6038
C 0.8564 -2.8267 4.2847
N 0.8470 -1.7167 3.5414
C 1.3570 -4.0176 3.5414
O 2.0841 -4.8916 4.3095
O 1.2279 -4.2262 2.3641
H -0.2976 2.4250 3.3704
H -0.4114 0.3858 6.0131
H -0.3109 -1.8199 7.2484
H 0.4506 -3.8286 6.1731
H 2.1790 -4.4391 5.1390
O -1.8909 6.2446 2.7646
C -2.7944 5.3982 2.7131
O -3.6264 4.9925 3.5703
C -2.9211 4.7601 1.2940
C -3.9639 3.9849 0.8624
C -3.8260 3.2146 -0.2818
N -2.7213 3.3256 -1.0060
C -1.7480 4.1672 -0.6542
C -1.8174 4.9521 0.4543
C -0.5883 4.0356 -1.6294
O 0.4371 4.6998 -1.5895
O -0.9138 3.1727 -2.5538
H -4.8408 3.9684 1.4918
H -4.5866 2.5154 -0.6466
H -0.9868 5.5730 0.6952
Br 9.0094 0.4891 1.6885
C 7.1490 0.4968 1.2535
C 6.1994 0.9756 2.1586
C 4.8940 0.7558 1.7826
N 4.4278 0.1940 0.6396
C 5.3724 -0.2383 -0.2666
C 6.7618 -0.0465 0.0936
C 4.9705 -0.8410 -1.4863
C 5.8952 -1.2993 -2.4914
C 5.3771 -1.6643 -3.7081
Br 6.5967 -2.1787 -5.1325
C 3.9673 -1.7384 -3.9614
C 3.1675 -1.4364 -2.8681
N 3.6202 -1.0169 -1.7177
H 6.4884 1.4212 3.1055
H 4.1197 1.0056 2.4856
H 7.5295 -0.5374 -0.5457
H 6.9844 -1.2366 -2.3611
H 3.4920 -1.9093 -4.9178
H 2.1003 -1.4724 -2.9908
C -1.6255 1.0240 -4.7611
C -2.8631 0.9356 -3.9011
C -4.0325 0.4740 -4.7879
O -3.1490 2.2367 -3.3235
B -2.1510 2.3696 -2.2551
O -1.7882 1.0345 -1.8698
C -2.5884 0.1185 -2.6541
C -1.8657 -1.1779 -2.9727
C -3.8475 -0.2231 -1.8993
H -1.8062 1.7704 -5.5110
H -1.4066 0.0671 -5.3058
H -0.6846 1.2782 -4.2170
H -4.0060 1.0500 -5.7040
H -4.9300 0.7064 -4.2799
H -3.9409 -0.6177 -4.9362
H -0.8121 -1.0341 -3.2497
H -2.3994 -1.6791 -3.7981
H -1.8755 -1.8069 -2.0630
H -4.4645 0.7093 -1.8695
H -3.5497 -0.4320 -0.8566
H -4.4148 -1.0297 -2.3793
Br -2.7397 -5.4476 -0.8375
C -2.3487 -3.8578 0.1132
C -3.0977 -3.4649 1.2071
C -2.7687 -2.2551 1.7687
C -1.7251 -1.4917 1.2810
N -0.9352 -1.9661 0.3248
C -1.2077 -3.1467 -0.2061
H -3.9832 -4.0273 1.5194
H -3.3326 -1.8680 2.6073
H -1.4575 -0.4965 1.7032
H -0.4953 -3.5524 -0.8985

Forces on atoms 1 to 2 (eV/Å):
K 0.648 -0.008 -0.316
O -0.017 -0.526 0.193

Computed properties:
net charge	-2
HOMO-LUMO gap (alpha / beta)	4.69 / 4.01	eV
LUMO energy (alpha / beta)	3.26 / 3.26	eV
HOMO level (alpha / beta)	-1.434 / -0.746	eV
multiplicity	1
energy relative to the best compared isomer or geometry (same formula, charge and spin)	0.000	eV

Mulliken population analysis, charges in e, atoms 1 to 2: atom 1 (K): 0.754, atom 2 (O): -0.536



A molecular structure, C35H30BBr3KN5O10 in a non-equilibrium geometry, computed with ωB97M-V/def2-TZVPD.

Element x y z (Å)
K -0.3054 0.0487 -1.3361
O 4.8051 2.5837 4.1452
C 4.0263 1.9117 3.2955
O 2.9472 2.3485 2.9633
C 4.6520 0.6907 2.7981
C 5.8771 0.3962 3.2952
C 6.5402 -0.6830 2.5364
C 5.8871 -1.3138 1.5252
C 4.4967 -1.0865 1.2905
N 3.9882 0.0823 1.7654
C 3.7265 -1.8651 0.4598
O 4.1926 -3.1883 0.1392
O 2.3616 -1.6731 0.2188
H 4.1617 3.3264 4.3654
H 6.4638 1.0144 4.0288
H 7.5832 -0.9513 2.6978
H 6.4482 -2.0197 0.9724
H 4.0214 -3.2722 -0.8034
O -8.3596 0.8524 -1.4935
C -8.2570 0.0291 -2.4201
O -9.1653 -0.3336 -3.1940
C -6.8566 -0.5441 -2.6726
C -6.7089 -1.4836 -3.6489
C -5.4558 -1.9648 -4.0286
N -4.3505 -1.7058 -3.3187
C -4.5248 -0.7715 -2.3763
C -5.7609 -0.1801 -2.0199
C -3.2743 -0.3755 -1.5786
O -2.4489 -1.3097 -1.5854
O -3.1551 0.7695 -1.0424
H -7.6949 -1.6448 -4.1167
H -5.3787 -2.7936 -4.6976
H -5.8280 0.5620 -1.2391
Br 4.5864 5.7828 0.5035
C 3.4433 4.2801 0.2532
C 3.9872 3.2246 -0.4586
C 3.0797 2.1774 -0.7904
N 1.8264 2.1085 -0.4116
C 1.3536 3.1208 0.2052
C 2.0785 4.2182 0.5636
C -0.0813 3.1532 0.5796
C -0.5380 3.4095 1.8532
C -1.8688 3.6388 1.9841
Br -2.5511 4.1212 3.7154
C -2.8273 3.4394 0.9893
C -2.2102 3.0922 -0.2619
N -0.9002 2.9175 -0.4412
H 5.0563 3.1192 -0.6785
H 3.4087 1.2324 -1.3067
H 1.5339 5.0831 0.9795
H 0.1313 3.5118 2.6659
H -3.8907 3.5227 1.1035
H -2.9054 2.8666 -1.1070
C -1.4411 -2.8401 1.8637
C -0.6353 -1.5682 2.0894
C -1.5984 -0.3679 2.3033
O 0.1918 -1.3182 0.9688
B 1.5045 -1.6399 1.2795
O 1.7031 -2.0418 2.5349
C 0.4282 -1.6744 3.2752
C 0.1406 -2.7371 4.2832
C 0.7399 -0.3325 3.9004
H -1.8122 -2.7722 0.8296
H -2.2442 -2.9612 2.5359
H -0.7725 -3.6907 1.8986
H -2.3129 -0.2995 1.4962
H -1.0919 0.5831 2.3272
H -2.1249 -0.4736 3.2099
H 0.1210 -3.7291 3.8255
H -0.8048 -2.5556 4.8308
H 0.9403 -2.8583 5.0143
H 0.9454 0.5131 3.2084
H 1.7181 -0.3960 4.4595
H -0.0513 -0.0517 4.5727
Br -2.5405 -3.4019 -6.8130
C -1.1030 -2.4814 -6.1247
C 0.1727 -2.7322 -6.7001
C 1.1555 -1.8498 -6.3580
C 0.9618 -0.9040 -5.3223
N -0.2285 -0.6765 -4.7863
C -1.2548 -1.4536 -5.2197
H 0.2498 -3.4539 -7.4629
H 2.1336 -1.8639 -6.8502
H 1.7744 -0.2497 -5.1158
H -2.2309 -1.1970 -4.8192

Forces on atoms 1 to 2 (eV/Å):
K -0.011 0.163 0.089
O -1.366 2.165 1.128

Computed properties:
net charge	-2
HOMO-LUMO gap	4.58	eV
LUMO energy	3.22	eV
HOMO level	-1.364	eV
multiplicity	1
energy relative to the best compared isomer or geometry (same formula, charge and spin)	1.983	eV

Mulliken population analysis, charges in e, atoms 1 to 2: atom 1 (K): 0.833, atom 2 (O): -0.534



A molecular structure, C35H30BBrIO4PPb, computed with ωB97M-V/def2-TZVPD.

Element x y z (Å)
Pb 1.4299 -0.4434 -1.9124
O -0.6166 2.8666 -1.3329
C -0.9634 1.7182 -1.4954
O -0.4181 0.8474 -2.3057
C -2.1538 1.1474 -0.7545
C -3.1726 2.0094 -0.3653
C -4.3123 1.5151 0.2457
C -4.4308 0.1532 0.4972
C -3.4036 -0.7077 0.1504
C -2.2609 -0.2199 -0.4809
P -0.9425 -1.4216 -0.8923
C -0.8596 -2.3827 0.6681
C -0.5001 -1.6018 1.7759
C -0.2923 -2.1774 3.0166
C -0.4364 -3.5525 3.1736
C -0.7985 -4.3328 2.0888
C -1.0077 -3.7535 0.8404
C -1.6730 -2.4194 -2.2270
C -2.5373 -1.7859 -3.1210
C -3.0190 -2.4678 -4.2286
C -2.6403 -3.7831 -4.4607
C -1.7545 -4.4083 -3.5954
C -1.2605 -3.7258 -2.4924
H -3.0480 3.0665 -0.5630
H -5.1128 2.1879 0.5263
H -5.3218 -0.2365 0.9737
H -3.4863 -1.7639 0.3790
H -0.3856 -0.5271 1.6624
H -0.0054 -1.5568 3.8576
H -0.2708 -4.0092 4.1414
H -0.9226 -5.4023 2.2081
H -1.3154 -4.3860 0.0216
H -2.8281 -0.7567 -2.9523
H -3.6875 -1.9655 -4.9170
H -3.0244 -4.3162 -5.3213
H -1.4329 -5.4248 -3.7872
H -0.5294 -4.2095 -1.8604
Br 3.2940 2.7139 -6.2841
C 1.8698 2.3595 -7.4790
C 2.1004 2.5957 -8.8275
C 1.1036 2.3395 -9.7559
C -0.1219 1.8439 -9.3342
C -0.3481 1.6158 -7.9852
C 0.6417 1.8746 -7.0401
I 0.1795 1.5408 -5.0280
H 3.0610 2.9794 -9.1435
H 1.2881 2.5286 -10.8063
H -0.9045 1.6333 -10.0532
H -1.3054 1.2345 -7.6534
C 1.4575 1.1905 7.0800
C 2.3164 1.9596 6.0668
C 1.7227 3.3586 5.9018
C 3.7434 2.1044 6.6143
C 2.3580 1.1925 4.7426
C 2.8521 -0.1184 4.7251
C 2.9330 -0.8801 3.5626
C 2.4962 -0.2842 2.4024
O 2.4393 -0.7928 1.1220
B 1.8774 0.2235 0.3394
O 1.6272 1.3458 1.1183
C 2.0076 1.0022 2.4018
C 1.9257 1.7664 3.5445
H 1.4155 1.7358 8.0263
H 1.8638 0.1978 7.2830
H 0.4369 1.0691 6.7084
H 1.7111 3.8630 6.8701
H 0.6945 3.3187 5.5333
H 2.3130 3.9705 5.2156
H 3.7341 2.6791 7.5441
H 4.3821 2.6228 5.8955
H 4.1925 1.1314 6.8239
H 3.1898 -0.5687 5.6508
H 3.3164 -1.8922 3.5713
H 1.5304 2.7710 3.4857

Forces on atoms 1 to 2 (eV/Å):
Pb -0.127 0.139 -0.025
O -0.051 -0.011 -0.045

Computed properties:
net charge	0
HOMO-LUMO gap	8.11	eV
LUMO energy	-0.10	eV
HOMO level	-8.212	eV
multiplicity	1
energy relative to the best compared isomer or geometry (same formula, charge and spin)	0.124	eV

Mulliken population analysis, charges in e, atoms 1 to 2: atom 1 (Pb): 0.620, atom 2 (O): -0.672